Record 1
{"formula": "C21H26N4O8", "method": "wB97M-V/def2-TZVPD", "elements": ["O", "C", "C", "C", "N", "C", "N", "O", "C", "C", "O", "C", "C", "O", "O", "C", "H", "H", "H", "H", "H", "H", "H", "H", "H", "H", "C", "N", "C", "O", "C", "C", "C", "C", "C", "C", "O", "C", "C", "N", "C", "C", "O", "H", "H", "H", "H", "H", "H", "H", "H", "H", "H", "H", "H", "H", "H", "H", "H"], "positions_angstrom": [[-2.42282, 1.19140, -0.79543], [-1.56649, 2.05901, -0.84542], [-1.91026, 3.40724, -0.42521], [-0.97291, 4.39513, -0.53323], [0.24345, 4.01970, -1.08899], [0.54472, 2.70540, -1.36775], [-0.29931, 1.72424, -1.28431], [1.84484, 2.53520, -1.74734], [2.49294, 3.81822, -1.61949], [2.97460, 4.35105, -2.96671], [4.22536, 5.03802, -2.80741], [1.88001, 5.33253, -3.39890], [0.83595, 4.65731, -4.30446], [-0.30273, 5.51047, -4.42781], [1.28022, 5.80883, -2.18134], [1.44254, 4.83050, -1.15556], [-2.90083, 3.58856, -0.02788], [-1.18441, 5.41699, -0.22031], [3.31541, 3.75558, -0.90110], [3.09251, 3.54228, -3.69756], [4.96028, 4.41622, -2.65899], [2.32339, 6.17054, -3.94781], [0.52579, 3.69298, -3.89323], [1.26812, 4.46944, -5.29275], [-0.58118, 5.79469, -3.53686], [1.70696, 5.28382, -0.19262], [2.14131, -1.40996, 0.27857], [1.43358, -0.34573, 0.99023], [0.40675, -0.46457, 1.83831], [-0.04802, 0.54642, 2.36404], [-0.20580, -1.85097, 2.13208], [-1.20795, -2.20078, 1.01731], [-1.67039, -3.64436, 0.95702], [-0.76733, -4.66093, 0.58204], [-1.21215, -5.99155, 0.45446], [-2.57072, -6.30325, 0.68409], [-3.01758, -7.57649, 0.52922], [-3.47082, -5.28722, 1.06308], [-3.01971, -3.96126, 1.20399], [-0.88281, -1.85010, 3.43826], [-0.95813, -2.81377, 4.35478], [-0.24453, -4.13455, 4.14652], [-1.57933, -2.63030, 5.38965], [2.95702, -0.97638, -0.30197], [1.46531, -1.92119, -0.40901], [2.55910, -2.12853, 0.98593], [1.70612, 0.60669, 0.80349], [0.59770, -2.58400, 2.12968], [-2.07596, -1.54566, 1.11362], [-0.76057, -1.96877, 0.05070], [0.26391, -4.41570, 0.37281], [-0.52236, -6.76701, 0.16072], [-2.32036, -8.17339, 0.25885], [-4.50721, -5.53581, 1.23499], [-3.71619, -3.18126, 1.48197], [-1.34532, -0.98779, 3.68912], [0.81244, -3.95848, 3.96654], [-0.69472, -4.66196, 3.31122], [-0.36143, -4.73676, 5.04618]], "forces_ev_per_angstrom": [[0.1, 0.0, 0.0], [-1.6, -1.4, 0.2], [1.4, 1.8, 0.0], [-1.5, -1.7, 0.0], [1.4, 0.0, 0.5], [-1.6, -0.9, 0.3], [2.1, 1.3, -0.4], [-1.0, 0.8, 0.5], [0.3, -0.1, -0.1], [0.9, 0.0, -0.2], [-0.3, 0.0, 0.0], [0.4, -0.4, -0.3], [-0.5, 0.6, 0.7], [0.3, -0.2, 0.0], [0.6, -0.1, 0.5], [-0.6, 0.3, -0.8], [0.2, -0.1, -0.1], [0.6, -0.2, -0.3], [-0.1, -0.2, -0.2], [-0.2, 0.0, 0.2], [-0.6, 0.2, -0.1], [-0.2, 0.1, 0.4], [0.1, -0.1, 0.0], [-0.2, 0.2, 0.1], [0.3, -0.3, -0.5], [-0.3, 0.3, -0.4], [-0.4, 0.2, 0.2], [1.0, -0.6, -0.8], [-0.9, 0.7, 1.0], [-0.2, -0.4, 0.0], [-0.4, -0.1, 0.3], [0.0, -0.1, -0.4], [0.0, -0.1, 0.1], [-1.4, -0.5, 0.2], [-0.6, 1.1, 0.3], [0.9, 0.9, 0.0], [-0.8, 0.1, 0.2], [0.8, 0.1, -0.1], [0.8, -1.1, -0.4], [0.8, 1.0, -1.7], [0.0, -1.0, 1.3], [-0.2, 0.2, -0.1], [-0.2, 0.1, 0.1], [-0.1, 0.0, 0.1], [0.1, -0.1, 0.0], [0.1, 0.0, -0.1], [-0.2, -0.1, 0.0], [0.0, -0.2, 0.2], [0.1, 0.1, 0.0], [0.1, 0.2, -0.1], [0.1, 0.0, 0.0], [0.1, -0.2, -0.1], [0.3, 0.0, -0.1], [-0.1, -0.1, 0.0], [0.0, 0.0, 0.0], [0.0, 0.1, 0.0], [0.2, -0.1, -0.2], [0.1, -0.1, -0.2], [0.0, 0.2, 0.0]], "nbo_charge": [-0.58, 0.58, -0.31, 0.03, -0.45, 0.72, -0.53, -0.46, 0.04, 0.05, -0.71, 0.04, -0.08, -0.71, -0.51, 0.23, 0.25, 0.23, 0.21, 0.20, 0.48, 0.22, 0.16, 0.20, 0.48, 0.21, -0.42, -0.60, 0.69, -0.64, -0.13, -0.43, -0.07, -0.14, -0.31, 0.30, -0.67, -0.26, -0.17, -0.61, 0.68, -0.72, -0.64, 0.22, 0.20, 0.20, 0.41, 0.21, 0.24, 0.22, 0.20, 0.21, 0.48, 0.23, 0.22, 0.43, 0.21, 0.24, 0.24], "gap_ev": 8.372, "lumo_ev": -0.0184, "total_charge": 0, "smiles": "O=c1ccn2c(n1)O[C@H]1[C@H](O)[C@@H](CO)O[C@H]12.CNC(=O)[C@H](Cc1ccc(O)cc1)NC(C)=O", "homo_energy_ev": -8.39}

---

Record 2
{"formula": "C21H26N5O9", "method": "wB97M-V/def2-TZVPD", "elements": ["C", "C", "O", "C", "C", "C", "O", "C", "C", "C", "C", "C", "C", "C", "C", "C", "C", "O", "H", "H", "H", "H", "H", "H", "H", "H", "H", "H", "H", "H", "H", "H", "H", "H", "H", "H", "H", "H", "H", "H", "H", "H", "H", "O", "N", "C", "C", "N", "O", "C", "N", "O", "O", "C", "C", "N", "O", "O", "N", "C", "H"], "positions_angstrom": [[3.92904, 2.18877, -0.60174], [2.45998, 2.18500, -0.90699], [1.81822, 1.42346, 0.15118], [0.47221, 1.32947, 0.01415], [-0.24711, 0.76713, 1.18712], [-1.38140, 1.55370, 1.66591], [-2.13412, 1.10253, 2.54746], [-1.65311, 2.98269, 1.19977], [-2.70708, 3.07758, 0.10299], [-4.00438, 2.30053, 0.38626], [-4.07416, 0.94067, -0.32684], [-4.37967, -0.25483, 0.58883], [-3.67757, -1.54806, 0.15993], [-2.17286, -1.58203, 0.45797], [-1.80169, -1.82900, 1.91341], [-0.30332, -1.66652, 2.18037], [0.27893, -0.22708, 2.15008], [-0.07510, 1.69635, -1.02372], [4.44906, 2.83422, -1.31425], [4.10113, 2.55224, 0.41588], [4.34416, 1.17878, -0.68397], [2.04506, 3.20412, -0.88597], [2.23089, 1.72033, -1.87746], [-2.01757, 3.52938, 2.07993], [-0.71971, 3.44788, 0.85931], [-2.97060, 4.13778, -0.00586], [-2.24837, 2.74742, -0.83744], [-4.12559, 2.17724, 1.47078], [-4.84514, 2.91011, 0.02348], [-4.88801, 0.99905, -1.06803], [-3.15916, 0.75613, -0.90965], [-4.10674, -0.01751, 1.62687], [-5.46768, -0.42203, 0.56959], [-4.15469, -2.39820, 0.66335], [-3.79018, -1.68349, -0.92325], [-1.71294, -2.37738, -0.15348], [-1.70085, -0.64589, 0.12152], [-2.37963, -1.17577, 2.57987], [-2.07252, -2.87106, 2.15062], [-0.09339, -2.04346, 3.19081], [0.24484, -2.31167, 1.48144], [1.38899, -0.27149, 2.02623], [0.10340, 0.18819, 3.15552], [5.16757, -2.73218, -4.15538], [4.87606, -2.35554, -3.03484], [3.71797, -2.15108, -2.31017], [4.07857, -1.83376, -0.99718], [5.43679, -1.76925, -0.85913], [5.91453, -2.06895, -2.10131], [3.05603, -1.49139, -0.02174], [3.46296, -1.44700, 1.39013], [4.17619, -2.34722, 1.84749], [3.07195, -0.47490, 2.09787], [1.72893, -1.28482, -0.45678], [1.42681, -1.56322, -1.79449], [0.26200, -1.32649, -2.54445], [-0.85353, -0.93025, -2.24561], [0.55386, -1.66841, -3.86832], [1.85931, -2.08506, -4.00585], [2.36728, -2.03719, -2.74083], [0.89517, -1.03860, 0.19861]], "forces_ev_per_angstrom": [[0.3, -0.1, 0.0], [-0.5, -0.4, 0.4], [0.9, 0.5, -0.7], [-1.9, -0.7, 1.5], [-0.7, 2.5, -1.1], [0.8, -1.1, -0.8], [-0.1, 0.2, 0.5], [0.3, -0.2, 0.0], [-0.2, 0.3, -0.2], [0.0, 0.2, -0.2], [-0.2, -0.2, -0.1], [-0.1, -0.1, 0.1], [0.3, 0.0, 0.1], [0.1, 0.2, -0.3], [-0.2, -0.2, 0.1], [0.0, 0.2, 0.3], [0.7, 0.0, 0.6], [0.4, 0.3, 0.1], [0.1, 0.0, 0.1], [0.0, 0.0, -0.2], [0.0, 0.1, 0.1], [0.1, -0.3, -0.2], [0.0, 0.2, 0.2], [0.1, -0.2, -0.1], [-0.2, 0.0, 0.0], [0.1, 0.0, -0.1], [-0.2, 0.1, 0.1], [0.0, 0.0, -0.2], [0.1, -0.1, 0.2], [0.3, -0.1, 0.0], [-0.1, 0.1, 0.3], [0.0, 0.0, -0.3], [0.2, 0.0, 0.2], [0.0, -0.1, -0.1], [-0.2, 0.0, 0.1], [-0.1, 0.1, 0.1], [-0.3, -0.3, 0.1], [0.3, -0.1, -0.2], [0.0, 0.1, 0.1], [0.1, -0.1, -0.2], [-0.1, -0.2, 0.0], [-1.7, 0.0, 0.3], [0.0, -0.2, -0.1], [-0.3, 0.5, 0.9], [-1.1, 0.3, 1.5], [1.6, -0.5, -1.6], [2.2, 0.4, 0.9], [-2.8, -0.3, -0.7], [0.1, -0.5, -0.6], [-1.8, -0.1, -0.7], [0.0, 1.7, 2.6], [-1.0, 0.8, -1.3], [1.8, -2.4, -2.1], [2.0, -0.6, 1.9], [-0.9, 0.1, -2.6], [0.1, 0.2, 1.8], [1.9, -0.7, -0.9], [-0.1, 0.0, 0.4], [0.9, 0.0, 2.6], [-1.4, 0.4, -2.8], [0.4, 0.2, 0.0]], "nbo_charge": [-0.62, -0.07, -0.56, 0.76, -0.47, 0.54, -0.73, -0.48, -0.39, -0.40, -0.41, -0.41, -0.39, -0.42, -0.40, -0.39, -0.46, -0.70, 0.20, 0.22, 0.20, 0.19, 0.18, 0.20, 0.20, 0.18, 0.22, 0.22, 0.18, 0.18, 0.21, 0.23, 0.18, 0.18, 0.19, 0.17, 0.24, 0.24, 0.17, 0.20, 0.15, 0.24, 0.21, -0.36, 0.42, -0.04, 0.18, -0.09, -0.16, -0.01, 0.50, -0.36, -0.33, -0.12, 0.00, 0.43, -0.28, -0.14, -0.09, 0.11, 0.32], "gap_ev": 3.952, "lumo_ev": 0.5004, "total_charge": -1, "e_above_lowest_kcal_mol": 0.0, "homo_energy_ev": -3.45}

---

In the order shown, the computed largest force on an atom values come out to 2.52; 3.70 eV/A.
In the order shown, the computed total energy values come out to -1636.79472; -1766.36794 hartree.